1.
Formula: C28H38N7O5P
Source: the OMol25 dataset
Level of theory: the ωB97M-V functional and the def2-TZVPD basis

Positions of all 79 atoms, in Å:
O 0.408 0.108 0.087
H 0.989 0.914 0.506
H -0.332 0.676 -0.466
H -0.148 0.000 1.042
P -1.875 2.158 0.878
O -0.862 3.221 1.077
O -1.388 0.895 1.707
O -1.559 1.660 -0.459
O -3.243 2.517 1.216
N -2.314 3.256 -2.321
C -2.222 4.625 -2.238
C -2.897 5.252 -3.340
C -3.556 4.026 -4.061
C -3.118 2.891 -3.316
H -2.112 2.458 -1.433
H -1.740 4.883 -1.510
H -2.864 6.123 -3.709
H -4.209 4.072 -5.117
H -3.398 1.788 -3.426
N 1.309 -2.570 -2.892
C 1.884 -3.323 -3.904
C 3.226 -3.611 -3.573
C 3.425 -2.885 -2.290
C 2.325 -2.275 -1.853
H 0.424 -2.348 -2.774
H 1.240 -3.528 -4.631
H 3.839 -4.145 -4.224
H 4.257 -2.947 -1.670
H 2.007 -1.565 -1.068
N 1.699 -1.252 2.687
C 1.486 -2.576 2.392
C 2.631 -3.100 1.731
C 3.482 -1.824 1.570
C 2.924 -0.797 2.298
H 1.208 -0.722 3.291
H 0.583 -2.988 2.766
H 2.851 -3.957 1.346
H 4.417 -1.695 1.163
H 3.560 0.261 2.350
N -0.271 0.406 3.830
C 0.683 1.105 4.361
C 1.040 0.413 5.503
C -0.003 -0.710 5.613
C -0.805 -0.624 4.468
H -0.793 0.802 2.814
H 1.045 1.919 3.842
H 1.735 0.735 6.237
H -0.187 -1.581 6.197
H -1.559 -1.452 4.202
N -1.734 0.193 -2.472
C -2.497 -0.888 -2.311
C -2.060 -1.762 -3.173
C -1.070 -1.145 -4.094
C -0.949 0.101 -3.614
H -1.890 0.929 -1.715
H -3.222 -0.938 -1.519
H -2.208 -2.876 -3.380
H -0.340 -1.689 -4.847
H -0.194 0.774 -3.933
N 1.673 2.888 0.567
C 2.065 2.737 -0.692
C 3.404 2.439 -0.615
C 3.764 2.592 0.865
C 2.695 2.812 1.515
H 0.660 3.030 0.715
H 1.468 2.991 -1.612
H 4.000 2.348 -1.542
H 4.790 2.624 1.237
H 2.647 3.168 2.449
N -1.996 -1.524 1.469
C -3.158 -2.019 2.117
C -3.370 -3.227 1.714
C -2.099 -3.484 0.779
C -1.408 -2.431 0.698
H -1.753 -0.368 1.564
H -3.565 -1.410 2.861
H -4.108 -3.943 2.062
H -2.118 -4.343 0.009
H -0.613 -2.296 -0.039

Values from the calculation:
HOMO = -2.874 eV
Molar mass = 583.6 Da
E_LUMO = 4.57 eV
Energy above the lowest of the compared OMol25 structures with the same formula, charge and spin = 51.2 kcal per mole
Spin multiplicity = 1
Net charge = -2



2.
Formula: C23H39BrClIrN2O8Si
Source: the OMol25 dataset
Level of theory: the ωB97M-V functional and the def2-TZVPD basis

Positions of all 76 atoms, in Å:
Ir 2.065 1.912 -0.847
O 7.967 -1.329 0.419
C 7.770 -0.103 0.580
O 8.595 0.779 0.925
C 6.344 0.386 0.358
C 6.001 1.767 0.581
C 4.752 2.223 0.386
N 3.715 1.381 -0.027
C 4.039 0.010 -0.282
C 5.321 -0.449 -0.077
C 2.940 -0.784 -0.833
O 2.954 -1.995 -0.984
O 1.889 -0.042 -1.213
H 6.784 2.433 0.919
H 4.465 3.245 0.559
H 5.537 -1.492 -0.270
O -1.145 4.040 -2.213
Cl -1.113 2.811 -1.473
O 0.166 2.106 -1.810
O -2.176 1.948 -1.886
O -1.147 3.053 -0.059
C -3.996 -1.197 2.409
C -3.884 -1.285 0.881
C -5.044 -2.154 0.371
C -4.074 0.145 0.349
Si -2.176 -1.999 0.357
Br -0.684 -0.381 0.688
C -2.075 -2.412 -1.513
C -0.607 -2.436 -1.987
C -2.732 -3.764 -1.834
C -2.771 -1.341 -2.365
C -1.585 -3.448 1.484
C -1.190 -2.961 2.889
C -2.665 -4.529 1.647
C -0.316 -4.098 0.908
H -4.938 -0.695 2.663
H -3.181 -0.612 2.841
H -4.010 -2.178 2.886
H -5.993 -1.705 0.690
H -5.013 -3.172 0.766
H -5.067 -2.220 -0.718
H -5.020 0.537 0.744
H -4.124 0.197 -0.736
H -3.273 0.813 0.665
H 0.014 -3.161 -1.467
H -0.121 -1.467 -1.874
H -0.594 -2.695 -3.053
H -2.221 -4.607 -1.371
H -2.695 -3.918 -2.919
H -3.783 -3.802 -1.535
H -2.356 -0.346 -2.192
H -3.850 -1.304 -2.204
H -2.608 -1.588 -3.421
H -1.996 -2.462 3.421
H -0.342 -2.278 2.848
H -0.888 -3.834 3.482
H -3.524 -4.164 2.214
H -2.244 -5.374 2.205
H -3.033 -4.916 0.695
H 0.483 -3.370 0.759
H -0.486 -4.612 -0.036
H 0.048 -4.843 1.626
C 1.069 5.414 0.769
C 2.089 5.143 -0.344
C 3.457 5.711 0.062
C 1.636 5.807 -1.650
N 2.203 3.737 -0.558
H 0.949 6.493 0.909
H 1.413 4.973 1.706
H 0.105 4.976 0.514
H 3.382 6.795 0.181
H 4.206 5.491 -0.698
H 3.786 5.283 1.009
H 1.610 6.894 -1.523
H 0.646 5.457 -1.938
H 2.334 5.563 -2.453

Values from the calculation:
HOMO (alpha / beta) = -0.179 / -2.554 eV
Molar mass = 807.2 Da
<S²> = 6.05
E_LUMO (alpha / beta) = 3.81 / 3.62 eV
Energy above the lowest of the compared OMol25 structures with the same formula, charge and spin = 20.1 kcal per mole
Spin multiplicity = 5
Net charge = -2



3.
Formula: C3H6N2O3
Source: the OMol25 dataset
Level of theory: the ωB97M-V functional and the def2-TZVPD basis

Positions of all 14 atoms, in Å:
C -1.424 -0.128 1.635
N 1.403 0.490 -0.669
C 0.789 -0.746 -0.794
C -0.627 -0.385 -0.811
O 2.627 0.488 -0.007
O -1.006 0.207 -1.945
N -0.976 -0.277 0.352
O 1.097 -1.903 -0.576
H 3.122 0.076 -0.733
H -1.226 1.146 -1.842
H 0.824 1.318 -0.486
H -2.424 0.249 1.513
H -0.778 0.556 2.206
H -1.402 -1.091 2.156

Values from the calculation:
HOMO = -8.531 eV
Molar mass = 118.1 Da
SMILES string = C/N=C(\O)C(=O)NO
E_LUMO = 0.21 eV
Energy above the lowest of the compared OMol25 structures with the same formula, charge and spin = 137.4 kcal per mole
Spin multiplicity = 1
Net charge = 0



4.
Formula: C15H14Cl2FNO3S
Source: the OMol25 dataset
Level of theory: the ωB97M-V functional and the def2-TZVPD basis

Positions of all 37 atoms, in Å:
Cl 1.512 2.361 2.779
C -0.204 2.382 2.747
N -0.872 1.731 1.701
F -0.167 1.032 0.824
C -2.263 1.564 1.751
Cl -3.041 0.636 0.535
C -2.974 2.091 2.791
C -2.316 2.801 3.800
C -0.923 2.938 3.768
H -4.041 1.948 2.825
H -2.878 3.233 4.612
H -0.407 3.492 4.534
C -1.423 0.958 -5.154
C -0.311 0.042 -4.674
O 0.152 0.407 -3.395
C 0.978 -0.581 -2.905
C 1.784 -0.257 -1.792
S 2.951 -1.455 -1.198
C 2.021 -1.984 0.292
C 1.361 -3.195 0.316
C 0.637 -3.563 1.430
C 0.576 -2.720 2.522
C 1.247 -1.513 2.503
C 1.970 -1.151 1.389
O 3.831 -0.482 -0.456
O 1.054 -1.694 -3.425
H -1.521 0.958 -6.241
H -2.385 0.666 -4.729
H -1.226 1.981 -4.830
H -0.634 -1.009 -4.632
H 0.567 0.080 -5.335
H 1.712 0.714 -1.342
H 1.410 -3.843 -0.543
H 0.114 -4.506 1.448
H 0.002 -2.999 3.388
H 1.203 -0.847 3.349
H 2.503 -0.215 1.345

Values from the calculation:
HOMO = -5.510 eV
Molar mass = 378.3 Da
E_LUMO = -3.12 eV
Spin multiplicity = 1
Net charge = 0